a | The following is a quantum chemistry calculation of a 2-piece molecular cluster, C7H16N2O2 overall, from the Open Molecules 2025 dataset.

```
! wB97M-V def2-TZVPD RIJCOSX def2/J DEFGRID3
* xyz 0 1
C -0.341 1.398 1.826
C -0.511 0.362 0.720
N -1.720 0.635 -0.099
C -1.369 0.956 -1.475
C -2.991 0.435 0.535
C -2.802 -0.567 1.664
O -3.972 1.026 0.194
H -0.491 0.945 2.900
H -1.065 2.150 1.866
H 0.655 1.596 1.973
H 0.434 0.454 0.139
H -0.478 -0.700 1.065
H -1.459 2.154 -1.608
H -0.510 0.369 -1.857
H -2.317 0.688 -2.051
H -3.700 -1.172 1.859
H -2.262 -1.402 1.188
H -2.374 -0.315 2.668
C 3.855 -0.645 -0.636
C 2.607 -1.409 -1.113
N 2.207 -1.159 -2.379
O 1.937 -1.929 -0.247
H 3.393 -0.101 0.226
H 4.474 -0.004 -1.268
H 4.680 -1.305 -0.406
H 1.270 -1.544 -2.551
H 2.848 -0.917 -3.133
*
```

SMILES string: CCN(C)C(C)=O.CC(N)=O
HOMO, eV: -8.665
HOMO-LUMO gap, eV: 9.22

natural (NBO) atomic charge list, values in e, 2 entries: -0.631 -0.234

---

b | The following is a quantum chemistry calculation of a 3-piece molecular cluster, C7H16N2O2 overall, from the Open Molecules 2025 dataset.

```
! wB97M-V def2-TZVPD RIJCOSX def2/J DEFGRID3
* xyz 0 1
C -1.857 -1.576 -1.113
C -2.214 1.085 1.592
C 0.644 -3.801 -2.880
C -0.254 3.279 1.177
C 1.503 1.799 1.391
C -0.746 1.114 2.025
C 2.099 -3.802 -2.443
N 2.550 -2.577 -2.310
N 0.105 1.914 1.183
O -2.041 -2.334 -0.264
O -1.598 -0.758 -1.838
H -2.764 0.612 2.309
H -2.653 2.031 1.576
H -2.206 0.602 0.636
H 0.489 -3.399 -3.940
H 0.281 -4.933 -2.971
H -0.010 -3.167 -2.167
H -1.344 3.318 1.019
H 0.097 3.886 2.105
H 0.201 3.780 0.346
H 1.757 2.415 0.527
H 1.774 2.537 2.303
H 1.977 0.807 1.345
H -0.508 0.033 1.824
H -0.653 1.357 3.037
H 3.366 -2.382 -1.813
H 2.009 -1.840 -2.659
*
```

HOMO, eV: -8.101
HOMO-LUMO gap, eV: 8.57

natural (NBO) atomic charge list, values in e, 2 entries: 1.014 -0.598

---

Which is most stable? The ranking, best first, is a, b.

---

a | The following is a quantum chemistry calculation of a single C3H4ClNOS molecule, from the Open Molecules 2025 dataset.

```
! wB97M-V def2-TZVPD RIJCOSX def2/J DEFGRID3
* xyz 0 1
N -0.094 2.048 -0.712
C -0.088 0.711 -0.589
C 0.233 0.019 0.545
Cl 0.738 0.823 1.962
C 0.199 -1.443 0.565
O -0.262 -2.029 -0.521
S 0.656 -2.412 1.831
H -0.766 2.440 -1.487
H -0.225 2.637 0.215
H -0.164 0.167 -1.528
H -0.227 -2.962 -0.281
*
```

SMILES string: N/C=C(\Cl)C(O)=S
HOMO, eV: -8.492
HOMO-LUMO gap, eV: 8.49

natural (NBO) atomic charge list, values in e, 2 entries: -0.779 0.087

---

b | The following is a quantum chemistry calculation of a single C3H4ClNOS molecule, from the Open Molecules 2025 dataset.

```
! wB97M-V def2-TZVPD RIJCOSX def2/J DEFGRID3
* xyz 0 1
C 1.152 0.090 2.450
C -1.431 0.868 -1.476
C 1.217 -0.851 1.377
N 1.227 0.867 3.275
O 1.280 -1.714 -1.014
S 1.002 -0.511 -0.241
Cl -1.548 -0.568 -0.462
H -1.103 1.762 -1.025
H -2.413 1.142 -1.829
H -0.986 0.744 -2.561
H 1.604 -1.829 1.505
*
```

HOMO (alpha / beta), eV: -9.500 / -9.500
HOMO-LUMO gap (alpha / beta), eV: 8.53 / 8.53

natural (NBO) atomic charge list, values in e, 2 entries: 0.238 -0.632

---

Which is most stable? The ranking, best first, is a, b.

---

a | The following is a quantum chemistry calculation of a single C10H11NO molecule, from the Open Molecules 2025 dataset.

```
! wB97M-V def2-TZVPD RIJCOSX def2/J DEFGRID3
* xyz 0 1
C -1.481 1.828 0.086
C -0.261 1.169 -0.547
C 0.518 2.022 -1.455
C 0.572 0.631 0.534
C 0.560 -0.588 1.048
C 1.289 -1.353 2.107
C 1.043 -2.644 1.822
N 0.153 -2.800 0.821
C -0.081 -1.595 0.261
C -0.645 -1.346 -0.940
C -0.826 0.112 -1.434
O -1.239 0.282 -2.599
H -2.030 2.443 -0.556
H -1.107 2.624 0.864
H -2.185 1.130 0.598
H 1.451 1.520 -1.734
H 0.703 2.943 -1.045
H -0.076 2.228 -2.414
H 1.244 1.498 0.819
H 1.988 -0.972 2.745
H 1.676 -3.392 2.261
H -0.160 -3.652 0.378
H -1.108 -2.087 -1.623
*
```

SMILES string: CC1(C)C=c2cc[nH]c2=CC1=O
HOMO, eV: -7.543
HOMO-LUMO gap, eV: 7.61

natural (NBO) atomic charge list, values in e, 2 entries: -0.572 -0.251

---

b | The following is a quantum chemistry calculation of a single C10H11NO molecule, from the Open Molecules 2025 dataset.

```
! wB97M-V def2-TZVPD RIJCOSX def2/J DEFGRID3
* xyz 0 1
C -1.167 -2.222 -1.432
C -1.474 -0.900 -0.893
C 0.075 -2.727 -1.423
C -0.411 -0.273 -0.371
C 1.810 0.008 0.438
C 1.248 -2.043 -0.843
C 1.313 1.390 0.926
C -1.296 1.848 1.688
C -1.229 2.574 0.329
C -0.158 1.601 0.705
N 0.877 -0.698 -0.223
O 2.979 -0.260 0.595
H -1.851 -2.870 -1.915
H -2.377 -0.353 -0.792
H 0.340 -3.659 -1.756
H 1.795 -2.776 -0.028
H 1.970 -1.796 -1.547
H 1.522 1.461 1.898
H 1.707 2.269 0.322
H -0.981 2.432 2.575
H -2.079 1.165 1.939
H -1.783 2.242 -0.464
H -0.829 3.587 0.272
*
```

HOMO, eV: -7.787
HOMO-LUMO gap, eV: 8.61

natural (NBO) atomic charge list, values in e, 2 entries: -0.192 -0.417

---

Which is most stable? The ranking, best first, is a, b.

---

a | The following is a quantum chemistry calculation of an isolated ion of composition C3H2NO3S and charge -1, from the Open Molecules 2025 dataset.

```
! wB97M-V def2-TZVPD RIJCOSX def2/J DEFGRID3
* xyz -1 1
C 1.433 0.119 -2.228
C -0.763 1.066 -2.439
C -0.096 -0.299 -0.072
N 0.603 0.880 -2.713
O 2.514 -0.320 -2.128
O -1.491 1.771 -3.041
O -0.159 0.636 1.011
S -1.509 0.055 -1.152
H -0.240 -1.246 0.470
H -0.003 1.436 0.528
*
```

HOMO, eV: -2.781
HOMO-LUMO gap, eV: 6.51

natural (NBO) atomic charge list, values in e, 2 entries: 0.870 0.527

---

b | The following is a quantum chemistry calculation of an isolated ion of composition C3H2NO3S and charge -1, from the Open Molecules 2025 dataset.

```
! wB97M-V def2-TZVPD RIJCOSX def2/J DEFGRID3
* xyz -1 1
C -0.124 1.836 0.422
C 0.791 0.789 0.724
C -0.777 -0.546 -0.119
N -1.278 1.641 -0.118
O 0.813 -1.941 -1.520
O -1.128 -3.011 -0.370
O 0.306 -0.385 0.452
S -0.655 -2.037 -1.340
H 0.366 2.827 0.733
H 1.686 0.827 1.136
*
```

HOMO (alpha / beta), eV: -3.732 / -3.732
HOMO-LUMO gap (alpha / beta), eV: 7.26 / 7.26

natural (NBO) atomic charge list, values in e, 2 entries: -0.107 -0.104

---

Which is most stable? The ranking, best first, is a, b.

---

a | The following is a quantum chemistry calculation of a single C20H27NO5 molecule, from the Open Molecules 2025 dataset.

```
! wB97M-V def2-TZVPD RIJCOSX def2/J DEFGRID3
* xyz 0 1
C -2.872 -6.675 -0.817
O -2.818 -5.277 -0.656
C -2.134 -4.541 -1.564
C -1.465 -5.055 -2.672
C -0.799 -4.198 -3.535
C -0.781 -2.835 -3.321
C -1.449 -2.307 -2.213
C -1.493 -0.864 -1.900
O -2.097 -0.410 -0.959
C -0.718 0.068 -2.838
O -0.866 1.411 -2.417
C -0.261 1.734 -1.271
O 0.508 0.999 -0.699
C -0.650 3.114 -0.813
C -1.954 3.057 0.000
C -1.853 2.177 1.250
C -0.804 2.710 2.217
O -1.054 3.559 3.052
N 0.416 2.163 2.055
C 1.564 2.550 2.845
C 2.247 1.318 3.446
C 2.946 0.479 2.379
C 3.955 1.325 1.609
C 3.253 2.511 0.956
C 2.564 3.367 2.017
C -2.118 -3.164 -1.347
H -1.874 -7.123 -0.777
H -3.361 -6.953 -1.756
H -3.464 -7.043 0.019
H -1.455 -6.115 -2.874
H -0.285 -4.612 -4.390
H -0.255 -2.197 -4.011
H 0.341 -0.216 -2.830
H -1.121 0.020 -3.851
H 0.152 3.526 -0.201
H -0.805 3.743 -1.691
H -2.213 4.074 0.301
H -2.750 2.670 -0.638
H -1.632 1.149 0.966
H -2.816 2.199 1.762
H 0.572 1.515 1.296
H 1.165 3.181 3.649
H 1.503 0.715 3.970
H 2.984 1.655 4.179
H 2.210 0.075 1.680
H 3.450 -0.365 2.854
H 4.446 0.717 0.847
H 4.724 1.689 2.295
H 2.519 2.140 0.239
H 3.976 3.120 0.409
H 2.043 4.206 1.550
H 3.317 3.778 2.693
H -2.634 -2.760 -0.491
*
```

SMILES string: COc1cccc(C(=O)COC(=O)CCCC(=O)NC2CCCCC2)c1
HOMO, eV: -8.965
HOMO-LUMO gap, eV: 8.90

natural (NBO) atomic charge list, values in e, 2 entries: -0.255 -0.502

---

b | The following is a quantum chemistry calculation of a single C20H27NO5 molecule, from the Open Molecules 2025 dataset.

```
! wB97M-V def2-TZVPD RIJCOSX def2/J DEFGRID3
* xyz 0 1
C -0.649 -1.538 -3.860
O 0.134 -2.632 -3.426
C -0.118 -3.167 -2.212
C -1.126 -2.739 -1.348
C -1.269 -3.332 -0.109
C -0.434 -4.374 0.289
C -0.529 -5.007 1.612
O -0.249 -6.163 1.828
C -1.050 -4.124 2.755
O -0.579 -2.778 2.729
C 0.737 -2.622 2.549
O 1.490 -3.534 2.337
C 1.160 -1.174 2.654
C 0.984 -0.423 1.326
C -0.465 0.005 1.085
C -0.553 0.864 -0.167
O -0.923 0.440 -1.245
N -0.159 2.137 0.023
C -0.111 3.129 -1.031
C -1.134 4.244 -0.787
C -0.747 5.122 0.401
C 0.648 5.707 0.202
C 1.674 4.594 0.017
C 1.300 3.709 -1.171
C 0.543 -4.830 -0.601
C 0.707 -4.230 -1.825
H -0.623 -0.716 -3.142
H -1.686 -1.841 -4.031
H -0.207 -1.220 -4.803
H -1.781 -1.930 -1.624
H -2.065 -2.996 0.540
H -2.139 -4.060 2.710
H -0.754 -4.596 3.699
H 0.578 -0.686 3.436
H 2.215 -1.174 2.929
H 1.625 0.462 1.346
H 1.319 -1.057 0.502
H -0.833 0.570 1.944
H -1.090 -0.875 0.950
H 0.123 2.435 0.943
H -0.378 2.588 -1.946
H -2.117 3.799 -0.622
H -1.190 4.861 -1.685
H -0.771 4.536 1.323
H -1.476 5.927 0.509
H 0.919 6.325 1.061
H 0.646 6.347 -0.683
H 1.734 3.996 0.929
H 2.663 5.025 -0.152
H 2.017 2.893 -1.273
H 1.336 4.304 -2.085
H 1.180 -5.643 -0.290
H 1.472 -4.559 -2.511
*
```

SMILES string: COc1ccc(C(=O)COC(=O)CCCC(=O)NC2CCCCC2)cc1
HOMO, eV: -8.394
HOMO-LUMO gap, eV: 8.86

natural (NBO) atomic charge list, values in e, 2 entries: -0.269 -0.487

---

Which is most stable? The ranking, best first, is a, b.